27
Properties=species:S:1:pos:R:3:forces:R:3 method="wB97M-V/def2-TZVPD" largest_force_ev_per_a=4.7 e_above_lowest_ev=4.799 total_energy_ha=-1388.98531 total_charge=-1
C 2.114 0.765 -0.014 -0.0227 -0.0197 0.3000
C 3.457 -1.083 0.670 2.1923 -1.2095 0.4208
C -3.688 -0.878 -2.152 -3.7641 -1.8408 2.1595
C 2.828 0.180 1.170 -2.3726 -0.9854 -1.3571
C -2.592 -1.113 -1.086 -0.8613 0.9735 -1.4421
C -1.415 -0.164 -1.022 0.4644 -0.7907 -0.3405
N 0.617 2.141 1.993 0.7783 -3.3958 -1.1374
O 0.100 2.209 -0.544 -0.2228 0.0875 -0.3104
O 2.025 3.428 0.442 -0.2865 -2.2722 -0.7919
O -0.426 -2.243 0.340 0.0955 -1.0714 -0.4711
O -0.729 -0.232 1.666 -0.6260 -0.1376 -0.5662
S 1.212 2.181 0.373 -0.8529 3.6911 2.0832
S -0.294 -0.796 0.350 1.3698 2.0263 0.1861
H 4.324 -1.395 1.356 -1.5298 -0.1732 -0.5094
H 4.018 -0.896 -0.270 -0.6594 0.1128 0.2848
H 2.714 -1.860 0.473 0.3260 -0.1035 0.2396
H -4.614 -0.218 -1.900 2.1584 -0.2855 -0.4713
H -3.229 -0.710 -3.062 0.4871 0.8200 -2.0988
H -4.308 -1.901 -2.278 1.5757 1.8464 0.1912
H 3.635 0.786 1.449 0.8307 1.6877 0.7394
H 2.035 0.094 1.942 1.0528 -0.2869 0.2976
H -2.316 -2.096 -1.367 0.9038 -1.0566 0.5976
H -3.036 -1.055 -0.134 -0.6270 -0.5797 1.3379
H -0.751 -0.167 -1.930 -0.6785 0.1349 0.8507
H -1.724 0.836 -0.754 0.1981 0.2179 -0.0630
H 0.056 2.897 2.251 -0.6823 1.8828 -0.1405
H -0.012 1.288 2.036 0.7530 0.7277 0.0113

---

22
Properties=species:S:1:pos:R:3:forces:R:3 method="wB97M-V/def2-TZVPD" largest_force_ev_per_a=4.7 e_above_lowest_ev=1.555 total_energy_ha=-632.98925 smiles="[H]/P=N/C.CC=C(C)C"
H -2.441 2.549 -0.130 -0.8921 0.4275 -0.7994
P -1.953 1.953 1.008 2.2078 1.1706 0.7272
N -0.699 2.985 1.080 -0.5081 -1.5655 0.8649
C 0.363 2.621 2.050 1.8700 -2.5778 -3.4167
H 1.397 2.529 1.414 -2.3558 0.3027 1.1609
H 0.617 3.369 2.737 -0.2083 1.0261 1.3032
H 0.271 1.557 2.433 -0.1361 1.3480 0.2594
C -1.204 0.063 -1.738 1.8279 -0.8798 1.1109
C -0.814 -0.752 -0.505 -1.6342 1.2576 -0.8753
C 0.331 -1.346 -0.362 1.8343 -3.1895 1.3023
C 1.328 -1.452 -1.538 0.0367 0.5986 1.8023
C 0.708 -2.275 0.933 1.4576 3.5376 -0.7859
H -2.144 0.534 -1.555 -0.5405 0.4239 -0.4294
H -0.380 0.750 -1.951 -0.4346 0.3902 -0.0554
H -1.191 -0.643 -2.543 -0.6015 -0.1951 -0.9106
H -1.635 -0.858 0.166 -0.1036 -0.1597 0.9785
H 2.269 -1.825 -1.042 -0.8963 -0.4666 -1.3777
H 0.827 -2.009 -2.394 1.2751 0.5963 0.9768
H 1.624 -0.418 -1.774 -0.3188 -0.2752 -0.7067
H 0.433 -1.765 1.906 -0.1955 -0.8704 -1.1652
H 0.462 -3.301 0.859 -0.8293 -0.8870 -0.0677
H 1.832 -2.267 0.946 -0.8545 -0.0125 0.1033

---

Copy entry 1 word for word.
27
Properties=species:S:1:pos:R:3:forces:R:3 method="wB97M-V/def2-TZVPD" largest_force_ev_per_a=4.7 e_above_lowest_ev=4.799 total_energy_ha=-1388.98531 total_charge=-1
C 2.114 0.765 -0.014 -0.0227 -0.0197 0.3000
C 3.457 -1.083 0.670 2.1923 -1.2095 0.4208
C -3.688 -0.878 -2.152 -3.7641 -1.8408 2.1595
C 2.828 0.180 1.170 -2.3726 -0.9854 -1.3571
C -2.592 -1.113 -1.086 -0.8613 0.9735 -1.4421
C -1.415 -0.164 -1.022 0.4644 -0.7907 -0.3405
N 0.617 2.141 1.993 0.7783 -3.3958 -1.1374
O 0.100 2.209 -0.544 -0.2228 0.0875 -0.3104
O 2.025 3.428 0.442 -0.2865 -2.2722 -0.7919
O -0.426 -2.243 0.340 0.0955 -1.0714 -0.4711
O -0.729 -0.232 1.666 -0.6260 -0.1376 -0.5662
S 1.212 2.181 0.373 -0.8529 3.6911 2.0832
S -0.294 -0.796 0.350 1.3698 2.0263 0.1861
H 4.324 -1.395 1.356 -1.5298 -0.1732 -0.5094
H 4.018 -0.896 -0.270 -0.6594 0.1128 0.2848
H 2.714 -1.860 0.473 0.3260 -0.1035 0.2396
H -4.614 -0.218 -1.900 2.1584 -0.2855 -0.4713
H -3.229 -0.710 -3.062 0.4871 0.8200 -2.0988
H -4.308 -1.901 -2.278 1.5757 1.8464 0.1912
H 3.635 0.786 1.449 0.8307 1.6877 0.7394
H 2.035 0.094 1.942 1.0528 -0.2869 0.2976
H -2.316 -2.096 -1.367 0.9038 -1.0566 0.5976
H -3.036 -1.055 -0.134 -0.6270 -0.5797 1.3379
H -0.751 -0.167 -1.930 -0.6785 0.1349 0.8507
H -1.724 0.836 -0.754 0.1981 0.2179 -0.0630
H 0.056 2.897 2.251 -0.6823 1.8828 -0.1405
H -0.012 1.288 2.036 0.7530 0.7277 0.0113

---

What did the second record say?
22
Properties=species:S:1:pos:R:3:forces:R:3 method="wB97M-V/def2-TZVPD" largest_force_ev_per_a=4.7 e_above_lowest_ev=1.555 total_energy_ha=-632.98925 smiles="[H]/P=N/C.CC=C(C)C"
H -2.441 2.549 -0.130 -0.8921 0.4275 -0.7994
P -1.953 1.953 1.008 2.2078 1.1706 0.7272
N -0.699 2.985 1.080 -0.5081 -1.5655 0.8649
C 0.363 2.621 2.050 1.8700 -2.5778 -3.4167
H 1.397 2.529 1.414 -2.3558 0.3027 1.1609
H 0.617 3.369 2.737 -0.2083 1.0261 1.3032
H 0.271 1.557 2.433 -0.1361 1.3480 0.2594
C -1.204 0.063 -1.738 1.8279 -0.8798 1.1109
C -0.814 -0.752 -0.505 -1.6342 1.2576 -0.8753
C 0.331 -1.346 -0.362 1.8343 -3.1895 1.3023
C 1.328 -1.452 -1.538 0.0367 0.5986 1.8023
C 0.708 -2.275 0.933 1.4576 3.5376 -0.7859
H -2.144 0.534 -1.555 -0.5405 0.4239 -0.4294
H -0.380 0.750 -1.951 -0.4346 0.3902 -0.0554
H -1.191 -0.643 -2.543 -0.6015 -0.1951 -0.9106
H -1.635 -0.858 0.166 -0.1036 -0.1597 0.9785
H 2.269 -1.825 -1.042 -0.8963 -0.4666 -1.3777
H 0.827 -2.009 -2.394 1.2751 0.5963 0.9768
H 1.624 -0.418 -1.774 -0.3188 -0.2752 -0.7067
H 0.433 -1.765 1.906 -0.1955 -0.8704 -1.1652
H 0.462 -3.301 0.859 -0.8293 -0.8870 -0.0677
H 1.832 -2.267 0.946 -0.8545 -0.0125 0.1033